(1)
DFT (the ωB97M-V functional and the def2-TZVPD basis) results for C57H56BrN7O6Ru as an isolated structure in a non-equilibrium geometry.

Structure (XYZ):
```
128
C57H56BrN7O6Ru the ωB97M-V functional and the def2-TZVPD basis
Ru 0.63 0.39 0.42
C 1.12 -0.09 7.20
C 1.76 0.02 5.84
C 3.10 0.38 5.70
C 3.65 0.55 4.44
C 2.81 0.32 3.36
Br 3.48 0.55 1.60
N 1.56 -0.07 3.44
C 1.05 -0.20 4.68
H 1.63 -0.84 7.81
H 0.07 -0.35 7.12
H 1.20 0.86 7.73
H 3.71 0.54 6.58
H 4.68 0.86 4.29
H 0.00 -0.49 4.72
C 0.54 -3.52 -5.16
C 1.62 -2.70 -4.49
C 2.94 -2.79 -5.21
O 1.18 -1.34 -4.42
C 1.37 -0.88 -3.10
C 1.31 -2.13 -2.26
O 1.81 -3.12 -3.14
C 2.12 -2.10 -0.96
O 1.49 -1.21 -0.03
C 3.57 -1.67 -1.26
C 4.56 -2.61 -1.51
C 5.84 -2.22 -1.88
C 6.15 -0.87 -1.99
C 5.18 0.08 -1.74
C 3.90 -0.32 -1.37
C 2.15 -3.46 -0.25
C 2.66 -3.46 1.05
C 2.71 -4.61 1.81
C 2.26 -5.81 1.27
C 1.74 -5.83 -0.01
C 1.67 -4.66 -0.77
C 0.35 0.20 -2.75
O 0.70 0.85 -1.52
C 0.42 1.34 -3.78
C 1.55 1.58 -4.56
C 1.58 2.65 -5.44
C 0.50 3.51 -5.54
C -0.62 3.30 -4.74
C -0.65 2.23 -3.86
C -1.05 -0.45 -2.81
C -1.70 -0.93 -1.68
C -2.94 -1.57 -1.77
C -3.54 -1.76 -3.01
C -2.89 -1.31 -4.15
C -1.66 -0.66 -4.06
H 0.35 -3.12 -6.16
H -0.39 -3.45 -4.57
H 0.85 -4.56 -5.23
H 2.83 -2.45 -6.24
H 3.29 -3.82 -5.21
H 3.69 -2.17 -4.70
H 2.36 -0.45 -3.00
H 0.27 -2.35 -1.98
H 4.33 -3.67 -1.42
H 6.60 -2.97 -2.07
H 7.15 -0.57 -2.28
H 5.41 1.14 -1.83
H 3.14 0.43 -1.19
H 3.03 -2.52 1.46
H 3.11 -4.58 2.82
H 2.31 -6.73 1.85
H 1.39 -6.76 -0.44
H 1.26 -4.71 -1.77
H 2.41 0.92 -4.50
H 2.46 2.81 -6.06
H 0.52 4.34 -6.24
H -1.47 3.97 -4.81
H -1.52 2.07 -3.23
H -1.24 -0.84 -0.72
H -3.42 -1.93 -0.87
H -4.49 -2.27 -3.09
H -3.33 -1.46 -5.13
H -1.17 -0.32 -4.96
N -6.39 6.49 5.11
C -5.44 5.99 4.70
C -4.24 5.36 4.19
C -2.99 5.85 4.56
C -1.84 5.27 4.06
C -1.95 4.20 3.19
C -3.19 3.70 2.82
C -4.34 4.28 3.32
N -0.76 3.61 2.63
C 0.34 4.29 2.12
C 1.17 3.35 1.63
N 0.62 2.10 1.83
C -0.54 2.30 2.43
H -2.92 6.68 5.25
H -0.86 5.64 4.34
H -3.26 2.88 2.12
H -5.30 3.92 3.00
H 0.41 5.36 2.15
H 2.14 3.47 1.17
H -1.22 1.52 2.75
C -2.61 -3.31 3.40
N -2.45 -2.05 2.67
C -3.63 -1.20 2.44
C -1.28 -1.67 2.15
C -0.10 -2.57 2.36
O -1.22 -0.59 1.52
H -3.61 -3.36 3.82
H -1.89 -3.38 4.22
H -2.46 -4.17 2.75
H -4.39 -1.44 3.18
H -4.03 -1.35 1.44
H -3.36 -0.16 2.54
H -0.32 -3.59 2.02
H 0.16 -2.62 3.42
H 0.74 -2.19 1.80
N -5.17 0.94 -0.96
C -4.78 2.04 -0.28
O -5.48 2.63 0.52
C -3.37 2.47 -0.54
C -3.06 3.68 -1.16
C -1.74 4.02 -1.33
C -0.75 3.16 -0.87
N -1.04 2.03 -0.23
C -2.33 1.69 -0.07
H -6.13 0.63 -0.86
H -4.58 0.49 -1.64
H -3.86 4.33 -1.50
H -1.46 4.95 -1.82
H 0.30 3.37 -1.02
H -2.52 0.77 0.47
```

Output
E_HOMO (alpha / beta): -10.71 / -10.69 eV
Spin multiplicity: 2
Charge: +1
Expectation value of S²: 0.787
Energy above the lowest of the compared OMol25 structures with the same formula, charge and spin: 79.96 kJ/mol
Frontier orbital gap (alpha / beta): 0.27417 / 0.29082 Eh

Löwdin population analysis, charges in e, atoms 1 to 2: 1.400 -0.039


(2)
DFT (the ωB97M-V functional and the def2-TZVPD basis) results for C57H57Br9O18 as an isolated structure in a non-equilibrium geometry.

Structure (XYZ):
```
141
C57H57Br9O18 the ωB97M-V functional and the def2-TZVPD basis
C 1.29 0.18 4.46
Br 2.24 1.94 4.60
Br 1.29 -0.67 6.29
Br 2.07 -1.08 3.15
H 0.25 0.30 4.13
C 2.44 -6.76 -4.70
Br 2.13 -8.41 -3.72
Br 1.21 -5.28 -4.31
Br 2.60 -7.25 -6.67
H 3.38 -6.39 -4.29
C -3.32 -4.27 -2.06
Br -4.92 -4.42 -3.28
Br -2.04 -5.69 -2.49
Br -3.86 -4.42 -0.19
H -2.83 -3.32 -2.26
C 4.69 4.17 -1.55
C 6.08 4.11 -1.60
C 6.76 3.33 -0.64
C 6.08 2.77 0.43
C 4.70 2.82 0.53
C 4.06 3.55 -0.45
O 2.71 3.72 -0.42
O 8.11 3.19 -0.75
H 4.09 4.67 -2.30
H 6.52 4.67 -2.41
H 6.53 2.18 1.21
H 4.20 2.40 1.39
H 2.44 3.32 0.41
H 8.46 2.63 -0.05
C 1.01 -0.63 -1.35
C 0.69 0.22 -0.34
C -0.23 -0.15 0.65
C -0.84 -1.41 0.55
C -0.43 -2.30 -0.42
C 0.45 -1.89 -1.44
O 0.71 -2.72 -2.48
O -0.55 0.72 1.67
H 1.73 -0.38 -2.12
H 1.09 1.22 -0.26
H -1.52 -1.75 1.32
H -0.94 -3.25 -0.38
H 1.42 -3.36 -2.45
H -1.25 0.34 2.21
C -3.47 1.84 2.92
C -4.59 2.60 3.09
C -5.58 2.21 4.01
C -5.35 1.04 4.74
C -4.18 0.31 4.64
C -3.25 0.72 3.72
O -2.10 -0.02 3.63
O -6.67 2.93 4.29
H -2.69 2.20 2.27
H -4.60 3.52 2.53
H -6.14 0.80 5.44
H -4.05 -0.51 5.33
H -2.28 -0.81 4.15
H -6.62 3.77 3.82
C 3.93 1.13 -5.68
C 5.20 0.61 -5.26
C 5.49 0.57 -3.88
C 4.53 0.92 -2.94
C 3.33 1.53 -3.39
C 3.01 1.60 -4.71
O 1.81 2.09 -5.11
O 6.66 0.02 -3.44
H 3.61 1.22 -6.70
H 6.03 0.39 -5.92
H 4.84 0.81 -1.91
H 2.73 2.03 -2.65
H 1.37 2.58 -4.41
H 7.13 -0.55 -4.06
C -0.16 4.04 1.78
C -0.78 5.29 2.11
C -0.06 6.31 2.72
C 1.28 6.13 2.96
C 1.93 4.92 2.65
C 1.19 3.85 2.10
O 1.70 2.64 1.75
O -0.64 7.52 3.03
H -0.76 3.29 1.29
H -1.77 5.59 1.80
H 1.74 6.99 3.42
H 2.95 4.68 2.92
H 1.09 1.94 1.97
H -0.43 7.65 3.96
C 4.10 -4.70 -2.03
C 3.73 -5.95 -1.57
C 2.75 -6.01 -0.60
C 2.27 -4.84 0.05
C 2.87 -3.61 -0.26
C 3.81 -3.61 -1.30
O 4.37 -2.41 -1.64
O 2.36 -7.25 -0.15
H 4.81 -4.67 -2.84
H 3.97 -6.92 -1.98
H 1.47 -4.98 0.76
H 2.72 -2.70 0.30
H 4.30 -2.18 -2.57
H 1.92 -7.21 0.71
C -4.66 -0.46 0.40
C -3.94 -0.47 -0.76
C -4.60 -0.45 -1.98
C -6.00 -0.40 -2.00
C -6.77 -0.50 -0.84
C -6.05 -0.55 0.37
O -6.76 -0.60 1.53
O -3.99 -0.45 -3.14
H -4.11 -0.48 1.33
H -2.86 -0.39 -0.77
H -6.44 -0.41 -2.99
H -7.85 -0.46 -0.90
H -7.67 -0.76 1.27
H -4.44 -0.96 -3.81
C -1.61 2.68 -1.72
C -2.59 2.96 -0.78
C -3.06 4.27 -0.68
C -2.59 5.21 -1.54
C -1.58 4.89 -2.44
C -1.03 3.63 -2.54
O -0.08 3.40 -3.42
O -3.92 4.60 0.35
H -1.36 1.65 -1.94
H -2.99 2.29 -0.03
H -2.90 6.24 -1.41
H -1.18 5.69 -3.05
H -0.12 4.06 -4.11
H -3.89 5.53 0.60
C -0.93 -3.63 3.57
C -0.23 -4.68 2.98
C -1.00 -5.66 2.35
C -2.40 -5.75 2.54
C -3.02 -4.64 3.13
C -2.29 -3.59 3.65
O -2.92 -2.53 4.14
O -0.36 -6.63 1.70
H -0.39 -2.76 3.93
H 0.84 -4.69 2.90
H -2.97 -6.56 2.12
H -4.10 -4.60 3.20
H -3.82 -2.85 4.17
H -0.96 -7.21 1.21
```

Output
E_HOMO (alpha / beta): -1.39 / -5.51 eV
Spin multiplicity: 2
Charge: -1
Expectation value of S²: 0.755
Frontier orbital gap (alpha / beta): 0.08772 / 0.23912 Eh

Löwdin population analysis, charges in e, atoms 1 to 2: -1.519 0.439


(3)
DFT (the ωB97M-V functional and the def2-TZVPD basis) results for C57H58FIN3O4PSTi as an isolated structure in a non-equilibrium geometry.

Structure (XYZ):
```
127
C57H58FIN3O4PSTi the ωB97M-V functional and the def2-TZVPD basis
Ti 0.12 0.40 0.00
I 0.40 -2.54 0.72
C -1.22 -3.88 0.89
C -0.80 -5.04 1.49
C -1.66 -6.12 1.71
C -2.95 -6.02 1.28
C -3.41 -4.85 0.64
C -4.75 -4.87 0.17
C -5.26 -3.81 -0.51
C -4.46 -2.68 -0.68
C -3.17 -2.57 -0.21
P -2.49 -0.84 -0.45
C -2.61 -0.68 -2.26
C -2.79 0.58 -2.84
C -2.76 0.73 -4.22
C -2.49 -0.35 -5.03
C -2.26 -1.60 -4.46
C -2.33 -1.76 -3.09
C -3.95 0.08 0.20
C -4.94 0.72 -0.55
C -5.99 1.37 0.09
C -6.07 1.39 1.47
C -5.10 0.75 2.22
C -4.05 0.12 1.59
C -2.57 -3.71 0.43
H 0.23 -5.12 1.81
H -1.30 -7.02 2.19
H -3.64 -6.84 1.42
H -5.34 -5.76 0.36
H -6.28 -3.83 -0.89
H -4.90 -1.83 -1.20
H -2.92 1.45 -2.22
H -2.89 1.72 -4.64
H -2.42 -0.22 -6.10
H -1.99 -2.44 -5.09
H -2.13 -2.74 -2.66
H -4.91 0.70 -1.63
H -6.75 1.86 -0.51
H -6.89 1.90 1.96
H -5.15 0.75 3.31
H -3.28 -0.38 2.17
C 1.94 3.07 -6.79
C 0.55 2.53 -6.47
N 0.51 1.77 -5.24
C 0.17 2.42 -4.08
C 0.10 1.79 -2.89
C -0.38 2.64 -1.77
O -0.73 3.79 -1.89
O -0.46 2.04 -0.56
C 0.42 0.37 -2.84
O 0.35 -0.31 -1.66
C 0.81 -0.29 -3.96
C 1.15 -1.69 -3.97
C 1.55 -2.29 -5.14
F 1.82 -3.63 -5.11
C 1.70 -1.63 -6.34
C 1.35 -0.23 -6.36
C 0.90 0.41 -5.24
N 2.14 -2.23 -7.57
C 1.09 -2.71 -8.43
C 1.61 -2.83 -9.85
N 2.77 -3.79 -9.82
C 3.86 -3.33 -8.88
C 3.23 -3.17 -7.50
H 1.93 3.63 -7.73
H 2.66 2.25 -6.88
H 2.28 3.73 -6.00
H 0.18 1.90 -7.28
H -0.15 3.36 -6.37
H -0.07 3.47 -4.17
H 1.07 -2.27 -3.06
H 1.50 0.31 -7.29
H 0.26 -2.00 -8.41
H 0.69 -3.69 -8.10
H 2.00 -1.88 -10.20
H 0.87 -3.22 -10.55
H 3.16 -3.94 -10.79
H 2.42 -4.70 -9.48
H 4.22 -2.37 -9.25
H 4.65 -4.07 -8.90
H 3.98 -2.80 -6.81
H 2.92 -4.17 -7.14
C 3.33 1.76 -1.25
C 3.01 1.69 0.26
C 2.54 3.07 0.72
C 4.32 1.34 1.00
C 1.97 0.61 0.51
H 4.22 2.36 -1.43
H 2.50 2.22 -1.79
H 3.48 0.76 -1.66
H 3.25 3.85 0.40
H 2.48 3.12 1.81
H 1.57 3.31 0.29
H 5.07 2.12 0.85
H 4.73 0.40 0.63
H 4.14 1.24 2.07
H 2.47 -0.38 0.55
O -0.70 0.39 2.03
S -1.46 1.42 2.83
C -0.18 2.60 3.38
C 0.87 2.05 4.29
C 1.81 1.14 3.80
C 2.78 0.64 4.65
C 2.82 1.02 5.99
C 1.89 1.92 6.48
C 0.92 2.43 5.63
C -1.92 0.63 4.43
C -1.46 -0.79 4.61
C -0.29 -1.05 5.33
C 0.15 -2.35 5.51
C -0.58 -3.41 5.00
C -1.76 -3.17 4.31
C -2.19 -1.87 4.12
H -0.73 3.43 3.82
H 0.24 2.93 2.43
H 1.76 0.84 2.76
H 3.51 -0.06 4.27
H 3.59 0.62 6.64
H 1.92 2.23 7.52
H 0.20 3.15 6.01
H -3.01 0.70 4.47
H -1.50 1.26 5.21
H 0.27 -0.22 5.74
H 1.06 -2.53 6.06
H -0.24 -4.43 5.14
H -2.34 -3.99 3.92
H -3.13 -1.70 3.60
```

Output
E_HOMO: -3.15 eV
Energy above the lowest of the compared OMol25 structures with the same formula, charge and spin: 0.00 kJ/mol
Frontier orbital gap: 0.08243 Eh

Löwdin population analysis, charges in e, atoms 1 to 2: 0.649 1.219